ORCA calculation (wB97M-V/def2-TZVPD) on C65H84CdN3O3P3S2Se as an isolated structure.

```
! wB97M-V def2-TZVPD RIJCOSX def2/J DEFGRID3
* xyz -2 1
Cd -0.0314 -0.3300 -0.1495
C 5.2668 2.2517 -5.6111
C 5.2233 2.7649 -4.1640
C 5.3182 4.2972 -4.1774
C 6.4511 2.2217 -3.4327
C 3.9217 2.3178 -3.5041
C 3.8682 1.4999 -2.3895
C 2.6580 1.0654 -1.8641
Se 2.6819 0.0482 -0.2452
C 3.0181 -1.7108 -0.9393
C 4.3027 -2.0061 -1.3751
C 4.6426 -3.2668 -1.8335
C 3.6333 -4.2384 -1.7880
C 2.3438 -3.9957 -1.3556
C 1.9704 -2.6658 -0.9475
O 0.7561 -2.3984 -0.6149
C 1.2939 -5.1067 -1.3142
C 0.7009 -5.2361 0.0990
C 1.8749 -6.4702 -1.6948
C 0.1723 -4.7812 -2.3129
C 6.0263 -3.6231 -2.3711
C 6.9861 -2.4346 -2.3118
C 6.6376 -4.7693 -1.5524
C 5.9111 -4.0663 -3.8372
C 1.4039 1.4158 -2.4294
O 0.2765 0.9286 -2.0214
C 1.4607 2.3754 -3.5017
C 2.6907 2.7537 -4.0094
C 0.1689 3.0281 -3.9969
C -0.7951 1.9792 -4.5641
C -0.4771 3.7754 -2.8185
C 0.4163 4.0521 -5.1093
H 6.1876 2.5719 -6.1106
H 4.4178 2.6271 -6.1851
H 5.2225 1.1607 -5.6281
H 6.2531 4.6214 -4.6470
H 5.2857 4.6907 -3.1596
H 4.4907 4.7427 -4.7319
H 7.3605 2.5638 -3.9351
H 6.4601 1.1298 -3.4252
H 6.4857 2.5664 -2.3974
H 4.7756 1.1824 -1.8913
H 5.0402 -1.2143 -1.3419
H 3.8872 -5.2431 -2.1063
H 1.4799 -5.5064 0.8175
H -0.0620 -6.0232 0.1136
H 0.2480 -4.3000 0.4201
H 2.6817 -6.7708 -1.0213
H 2.2584 -6.4822 -2.7189
H 1.0828 -7.2213 -1.6279
H -0.3101 -3.8427 -2.0417
H -0.5810 -5.5784 -2.3137
H 0.5742 -4.6924 -3.3282
H 7.1245 -2.0831 -1.2873
H 6.6199 -1.5968 -2.9089
H 7.9633 -2.7290 -2.7054
H 6.7193 -4.4850 -0.5014
H 7.6368 -5.0204 -1.9247
H 6.0219 -5.6686 -1.6064
H 5.5002 -3.2587 -4.4463
H 5.2469 -4.9269 -3.9345
H 6.8918 -4.3432 -4.2399
H 2.7071 3.4509 -4.8381
H -1.0699 1.2552 -3.8016
H -0.3199 1.4524 -5.3981
H -1.7021 2.4680 -4.9384
H -0.6706 3.1058 -1.9826
H -1.4255 4.2277 -3.1244
H 0.1902 4.5688 -2.4729
H 0.8768 3.5979 -5.9913
H 1.0522 4.8743 -4.7724
H -0.5440 4.4773 -5.4137
S -0.5982 3.1208 1.9931
P -1.9425 1.7199 1.5576
C -1.5758 0.0603 1.4277
P -0.8203 -0.6674 2.7804
S 1.1497 -0.6126 3.0631
C -1.3261 -2.4397 2.7727
C -0.5691 -3.3785 3.4693
C -0.9893 -4.6960 3.5680
C -2.1853 -5.0892 2.9820
C -2.9395 -4.1627 2.2772
C -2.5031 -2.8476 2.1547
C -1.6145 -0.0790 4.3351
C -2.8652 -0.5264 4.7475
C -3.4749 0.0101 5.8743
C -2.8378 1.0047 6.6019
C -1.5901 1.4594 6.1946
C -0.9822 0.9217 5.0701
C -3.4001 1.8955 2.6914
C -3.4493 2.8389 3.7066
C -4.5847 2.9637 4.5015
C -5.6876 2.1544 4.2772
C -5.6462 1.2038 3.2619
C -4.5078 1.0734 2.4843
C -2.8086 2.2587 0.0238
C -3.4722 3.4880 0.0280
C -4.1375 3.9425 -1.0975
C -4.1284 3.1847 -2.2666
C -3.4525 1.9775 -2.2843
C -2.8068 1.5121 -1.1424
H 0.3656 -3.0552 3.9120
H -0.3811 -5.4188 4.0999
H -2.5220 -6.1170 3.0640
H -3.8698 -4.4702 1.8133
H -3.0537 -2.1131 1.5764
H -3.3795 -1.2906 4.1755
H -4.4552 -0.3428 6.1740
H -3.3159 1.4305 7.4770
H -1.0911 2.2467 6.7481
H -0.0137 1.2756 4.7399
H -2.5774 3.4644 3.8644
H -4.6025 3.6942 5.3027
H -6.5729 2.2535 4.8955
H -6.4986 0.5563 3.0865
H -4.4533 0.3166 1.7094
H -3.4582 4.0933 0.9273
H -4.6525 4.8961 -1.0697
H -4.6274 3.5475 -3.1590
H -3.3962 1.3887 -3.1917
H -2.3104 0.5539 -1.1699
O -1.9763 -1.6890 -1.3192
P -2.8708 -1.9080 -2.4702
N -3.0163 -3.5690 -2.6639
C -3.1834 -4.3336 -1.4103
C -3.8738 -5.6401 -1.8353
C -3.7764 -5.6465 -3.3622
C -3.8516 -4.1624 -3.6967
N -4.3749 -1.2492 -2.2148
C -4.8013 -1.0476 -0.8141
C -5.9279 -0.0303 -0.9346
C -6.5715 -0.4012 -2.2694
C -5.3718 -0.7436 -3.1561
N -2.2638 -1.2855 -3.8687
C -0.8149 -1.5740 -4.0693
C -0.7448 -2.0135 -5.5228
C -1.7945 -1.1254 -6.1868
C -2.9326 -1.0861 -5.1606
H -3.7910 -3.7843 -0.6901
H -2.2145 -4.4894 -0.9407
H -4.9254 -5.6235 -1.5367
H -3.4149 -6.5142 -1.3732
H -4.5563 -6.2363 -3.8468
H -2.8031 -6.0273 -3.6788
H -4.8963 -3.8090 -3.6452
H -3.4652 -3.9401 -4.6932
H -3.9583 -0.6975 -0.2139
H -5.1728 -1.9823 -0.3734
H -5.5085 0.9776 -0.9757
H -6.6214 -0.0807 -0.0946
H -7.1784 0.3980 -2.6968
H -7.2067 -1.2838 -2.1468
H -5.0172 0.1565 -3.6646
H -5.6312 -1.4810 -3.9222
H -0.4719 -2.3346 -3.3656
H -0.2294 -0.6742 -3.8741
H -1.0265 -3.0681 -5.6085
H 0.2538 -1.8890 -5.9417
H -2.1356 -1.4902 -7.1572
H -1.3928 -0.1209 -6.3233
H -3.6612 -1.8757 -5.3725
H -3.4628 -0.1326 -5.1938
*
```

- Relative energy (zero: lowest compared OMol25 entry of this formula, charge and spin): 0.049 eV
- HOMO energy: -0.068 Eh
- DFT total energy: -7307.1392 a.u.
- Orbital gap: 5.546 eV